Entry from the OMol25 dataset: a cluster of 2 separate species, C2H3NO3 in total in a non-equilibrium geometry (wB97M-V/def2-TZVPD).

XYZ file:
```
9
Properties=species:S:1:pos:R:3:forces:R:3
C 1.33841 0.43251 -0.21610 2.604 -1.279 1.429
C 0.41799 1.30234 0.09650 0.236 2.166 -0.398
O -0.28452 2.22192 0.25383 0.429 -1.530 0.256
H 2.32419 0.13719 0.29721 -2.006 1.179 0.072
H 1.40931 -0.06724 -1.13859 -0.915 -0.279 -1.298
O -2.68209 -0.75469 -0.31194 0.502 0.245 0.085
N -1.56361 -0.50986 -0.07409 -1.333 -1.232 -0.001
O -0.89842 -1.62289 0.52233 -0.421 1.282 -0.549
H -0.06126 -1.13929 0.57084 0.903 -0.552 0.403
```
Positions in Å, forces in eV/Å.

Computed properties:
total charge = 0
energy relative to the best compared isomer or geometry (same formula, charge and spin) = 499.24 kJ/mol
Kohn-Sham gap = 10.0328 eV
structure (SMILES) = C=C=O.O=NO
E_tot = -9750.9151 eV
E_HOMO = -0.3626 Ha
LUMO energy = 0.2 eV

Results of the Mulliken charge analysis, in e, for atoms 1 through 8: number 1, C, carries -1.278; number 2, C, carries 1.011; number 3, O, carries -0.344; number 4, H, carries 0.278; number 5, H, carries 0.368; number 6, O, carries -0.358; number 7, N, carries 0.238; number 8, O, carries -0.364

=====

Entry from the OMol25 dataset: a cluster of 2 separate species, C2H3NO3 in total in a non-equilibrium geometry (wB97M-V/def2-TZVPD).

XYZ file:
```
9
Properties=species:S:1:pos:R:3:forces:R:3
C -0.26689 0.62834 -0.57672 5.047 3.344 -0.135
C 0.35670 -0.56401 0.30776 1.411 0.088 -0.725
H -2.13804 1.89835 -0.22887 1.954 -5.444 -0.630
H -1.66221 -0.12977 0.31414 -1.758 0.787 0.398
H 0.29911 -1.90235 1.65727 -1.602 2.511 -0.267
N -1.60000 0.59691 -0.39772 -1.112 5.101 -0.013
O 0.61877 1.45727 -1.09598 -5.484 -4.266 2.364
O -0.26591 -1.03561 1.47780 1.729 -1.592 -1.439
O 1.41741 -0.97548 -0.04991 -0.185 -0.528 0.448
```
Positions in Å, forces in eV/Å.

Computed properties:
total charge = 0
energy relative to the best compared isomer or geometry (same formula, charge and spin) = 350.61 kJ/mol
Kohn-Sham gap = 9.6129 eV
E_tot = -9752.4556 eV
E_HOMO = -0.3803 Ha
LUMO energy = -0.7 eV

Results of the Mulliken charge analysis, in e, for atoms 1 through 8: number 1, C, carries 0.469; number 2, C, carries 0.499; number 3, H, carries 0.389; number 4, H, carries 0.313; number 5, H, carries 0.383; number 6, N, carries -0.562; number 7, O, carries -0.539; number 8, O, carries -0.519

=====

Entry from the OMol25 dataset: a cluster of 2 separate species, C2H3NO3 in total in a non-equilibrium geometry (wB97M-V/def2-TZVPD).

XYZ file:
```
9
Properties=species:S:1:pos:R:3:forces:R:3
O -2.25055 0.05175 -0.07446 -0.715 -2.327 0.707
C -2.08255 1.12587 -0.42244 -0.410 -1.694 0.535
O -1.90464 2.18345 -0.75049 0.085 4.140 -1.429
C 1.28752 -0.94261 0.24686 -3.787 -0.557 0.056
N 1.09519 0.47808 0.52404 -0.468 1.259 0.563
O 0.20709 1.03751 -0.09391 2.187 -1.466 0.754
H 0.92167 -1.03889 -0.76112 0.614 -0.612 -0.815
H 2.23026 -1.30740 0.52765 1.339 -0.125 0.012
H 0.49601 -1.58774 0.80386 1.156 1.381 -0.382
```
Positions in Å, forces in eV/Å.

Computed properties:
total charge = 0
energy relative to the best compared isomer or geometry (same formula, charge and spin) = 315.70 kJ/mol
Kohn-Sham gap = 9.0745 eV
structure (SMILES) = O=C=O.CN=O
E_tot = -9752.8174 eV
E_HOMO = -0.3483 Ha
LUMO energy = -0.4 eV

Results of the Mulliken charge analysis, in e, for atoms 1 through 8: number 1, O, carries -0.388; number 2, C, carries 0.726; number 3, O, carries -0.318; number 4, C, carries -0.644; number 5, N, carries 0.005; number 6, O, carries -0.253; number 7, H, carries 0.337; number 8, H, carries 0.304

=====

Entry from the OMol25 dataset: an isolated molecule of C2H3NO3 in a non-equilibrium geometry (wB97M-V/def2-TZVPD).

XYZ file:
```
9
Properties=species:S:1:pos:R:3:forces:R:3
C -0.67698 -0.63138 -0.17072 2.179 -1.763 2.066
C 1.70940 0.55666 0.02265 -4.501 1.052 -1.206
N 2.93666 -0.03855 -0.06221 -0.610 -1.976 1.950
O 3.91744 0.66264 -0.04484 0.988 1.034 -0.642
O 2.91772 -1.24720 0.04745 0.894 -1.450 -0.433
O 0.59369 -0.31346 0.13283 1.541 0.415 -0.548
H -1.33135 0.04690 -0.56580 -1.220 2.054 -1.092
H -1.15452 -1.58393 0.27929 1.672 1.597 -0.652
H 1.73582 1.57331 -0.43608 -0.943 -0.962 0.556
```
Positions in Å, forces in eV/Å.

Computed properties:
total charge = 0
energy relative to the best compared isomer or geometry (same formula, charge and spin) = 827.40 kJ/mol
Kohn-Sham gap (spin up / spin down) = 7.2758 / 8.8756 eV
E_tot = -9747.5140 eV
E_HOMO (spin up / spin down) = -0.3282 / -0.3499 Ha
LUMO energy (spin up / spin down) = -1.7 / -0.6 eV

Results of the Mulliken charge analysis, in e, for atoms 1 through 8: number 1, C, carries -0.262; number 2, C, carries -0.161; number 3, N, carries 0.947; number 4, O, carries -0.595; number 5, O, carries -0.574; number 6, O, carries -0.219; number 7, H, carries 0.308; number 8, H, carries 0.234

=====

Entry from the OMol25 dataset: a cluster of 2 separate species, C2H3NO3 in total in a non-equilibrium geometry (wB97M-V/def2-TZVPD).

XYZ file:
```
9
Properties=species:S:1:pos:R:3:forces:R:3
C 1.06595 0.92168 -0.52880 -1.450 2.663 0.218
C 1.43542 -0.20577 -0.03953 1.361 -1.068 0.315
N -1.41930 -0.40398 -0.40592 0.540 2.430 1.801
O -1.78838 -0.34479 0.96538 1.788 3.638 1.686
O 0.66750 1.99033 -0.79360 0.499 -1.009 -0.420
O -1.87729 -1.35888 -0.89694 -1.264 -3.366 -2.836
H 2.50655 -0.37797 -0.11466 -0.270 -0.433 0.142
H 0.73942 -0.77780 0.55636 0.283 -0.191 -0.214
H -1.32987 0.55717 1.25771 -1.488 -2.664 -0.692
```
Positions in Å, forces in eV/Å.

Computed properties:
total charge = 0
energy relative to the best compared isomer or geometry (same formula, charge and spin) = 380.49 kJ/mol
Kohn-Sham gap (spin up / spin down) = 8.6936 / 7.0741 eV
E_tot = -9748.4413 eV
E_HOMO (spin up / spin down) = -0.3005 / -0.3522 Ha
2S+1 = 3
LUMO energy (spin up / spin down) = 0.5 / -2.5 eV

Results of the Mulliken charge analysis, in e, for atoms 1 through 8: number 1, C, carries 0.726; number 2, C, carries -0.850; number 3, N, carries 0.279; number 4, O, carries -0.361; number 5, O, carries -0.386; number 6, O, carries -0.352; number 7, H, carries 0.254; number 8, H, carries 0.307

=====

Entry from the OMol25 dataset: an isolated molecule of C2H3NO3S in a non-equilibrium geometry (wB97M-V/def2-TZVPD).

XYZ file:
```
10
Properties=species:S:1:pos:R:3:forces:R:3
O 0.85636 1.59177 -0.03462 0.076 -1.575 -0.814
C 0.87355 0.44433 -0.48512 -0.247 1.931 1.074
S 2.16540 -0.16167 -1.46106 -0.255 -0.608 -0.206
C -0.30534 -0.53112 -0.19361 1.613 0.471 -1.106
O -0.43150 -1.54034 -0.86559 -0.452 0.164 0.516
N -1.17281 -0.06747 0.71230 -1.803 -3.021 -1.741
O -0.88889 0.74540 1.71096 0.718 2.488 2.068
H 1.47892 -1.32211 -1.68171 0.352 0.334 0.012
H -1.84535 -0.81326 0.94973 0.133 0.913 0.112
H -0.73033 1.65446 1.34871 -0.136 -1.097 0.086
```
Positions in Å, forces in eV/Å.

Computed properties:
total charge = 0
energy relative to the best compared isomer or geometry (same formula, charge and spin) = 157.01 kJ/mol
Kohn-Sham gap = 9.6518 eV
structure (SMILES) = O=C(S)C(=O)NO
E_tot = -20588.5791 eV
E_HOMO = -0.3636 Ha
LUMO energy = -0.2 eV

Results of the Mulliken charge analysis, in e, for atoms 1 through 8: number 1, O, carries -0.593; number 2, C, carries 0.707; number 3, S, carries -0.194; number 4, C, carries 0.318; number 5, O, carries -0.634; number 6, N, carries -0.066; number 7, O, carries -0.397; number 8, H, carries 0.192

=====

Entry from the OMol25 dataset: an isolated molecule of C2H3NO6 in a non-equilibrium geometry (wB97M-V/def2-TZVPD).

XYZ file:
```
12
Properties=species:S:1:pos:R:3:forces:R:3
O 3.28299 0.06608 -0.13149 0.658 0.936 -0.611
N 2.13585 -0.18029 -0.07192 -1.994 -0.713 1.016
O 1.63102 -1.21372 0.33030 0.095 0.965 -0.743
O 1.21266 0.90009 -0.45536 -1.100 -1.794 1.458
C -0.27003 0.54351 0.08372 2.141 -1.570 -2.551
O -0.33719 0.35915 1.36849 -0.356 0.335 2.202
O -1.14436 1.11809 -0.76827 -0.133 0.995 -0.040
C -1.06291 -0.34672 -0.76850 0.068 1.069 0.564
O -2.22826 -0.95003 -0.42076 0.908 -0.447 -0.597
H -0.19734 1.09336 1.97869 0.083 0.442 -0.437
H -0.54456 -0.78839 -1.56776 0.114 -0.434 -1.266
H -2.47786 -0.60112 0.42287 -0.484 0.218 1.006
```
Positions in Å, forces in eV/Å.

Computed properties:
total charge = 0
energy relative to the best compared isomer or geometry (same formula, charge and spin) = 0.00 kJ/mol
Kohn-Sham gap = 11.0375 eV
structure (SMILES) = O=[N+]([O-])O[C@@]1(O)O[C@@H]1O
E_tot = -15891.6133 eV
E_HOMO = -0.4005 Ha
LUMO energy = 0.1 eV

Results of the Mulliken charge analysis, in e, for atoms 1 through 8: number 1, O, carries -0.547; number 2, N, carries 1.011; number 3, O, carries -0.482; number 4, O, carries -0.333; number 5, C, carries 0.783; number 6, O, carries -0.456; number 7, O, carries -0.435; number 8, C, carries -0.128

=====

Entry from the OMol25 dataset: an isolated molecule of C2H3NOS in a non-equilibrium geometry (wB97M-V/def2-TZVPD).

XYZ file:
```
8
Properties=species:S:1:pos:R:3:forces:R:3
C 1.23691 1.36713 -0.40313 0.745 -1.856 -0.112
N 0.76955 0.21667 -0.10162 -0.816 0.759 0.369
S -0.97793 0.16615 -0.00760 1.263 2.454 -0.922
C -1.22465 -1.41431 0.45289 -0.590 -2.368 0.388
O -2.24642 -1.97977 0.18412 -1.252 -0.121 -0.270
H 0.64673 2.22102 -0.64239 -0.426 0.777 -0.022
H 2.32566 1.39390 -0.52976 -0.346 0.266 0.125
H -0.52985 -1.97079 1.04751 1.422 0.088 0.444
```
Positions in Å, forces in eV/Å.

Computed properties:
total charge = 0
energy relative to the best compared isomer or geometry (same formula, charge and spin) = 143.03 kJ/mol
Kohn-Sham gap = 10.2836 eV
structure (SMILES) = C=NSC=O
E_tot = -16493.7159 eV
E_HOMO = -0.3579 Ha
LUMO energy = 0.5 eV

The molecule's Mulliken atomic charges, reported in e, are given here: number 1, C, carries -0.216; number 2, N, carries -0.302; number 3, S, carries 0.015; number 4, C, carries 0.064; number 5, O, carries -0.420; number 6, H, carries 0.248; number 7, H, carries 0.245; number 8, H, carries 0.367

=====

Entry from the OMol25 dataset: a structure of composition C2H3NOS in a non-equilibrium geometry (wB97M-V/def2-TZVPD).

XYZ file:
```
8
Properties=species:S:1:pos:R:3:forces:R:3
C 0.88042 0.47214 -1.54509 -1.660 -0.459 0.793
C -0.42889 -0.22272 1.06172 0.190 -0.671 -0.885
N -0.50895 0.67290 -0.14515 1.017 -0.427 -0.098
O 1.85779 1.00144 -1.87185 -0.212 -0.118 0.470
S -0.48475 -0.46110 -1.52032 0.572 0.710 -0.681
H 0.03989 0.21964 1.94830 -0.070 0.217 -0.424
H -1.46578 -0.52419 1.30796 0.366 0.139 0.044
H 0.11028 -1.15811 0.76444 -0.203 0.609 0.780
```
Positions in Å, forces in eV/Å.

Computed properties:
total charge = 0
energy relative to the best compared isomer or geometry (same formula, charge and spin) = 305.98 kJ/mol
Kohn-Sham gap (spin up / spin down) = 8.7168 / 8.7175 eV
E_tot = -16492.0270 eV
E_HOMO (spin up / spin down) = -0.3196 / -0.3197 Ha
LUMO energy (spin up / spin down) = 0.0 / 0.0 eV

The molecule's Mulliken atomic charges, reported in e, are given here: number 1, C, carries 0.617; number 2, C, carries -0.697; number 3, N, carries -0.336; number 4, O, carries -0.318; number 5, S, carries -0.083; number 6, H, carries 0.253; number 7, H, carries 0.248; number 8, H, carries 0.316

=====

Entry from the OMol25 dataset: an isolated molecule of C2H3NOS in a non-equilibrium geometry (wB97M-V/def2-TZVPD).

XYZ file:
```
8
Properties=species:S:1:pos:R:3:forces:R:3
C -1.63641 -0.35978 0.02288 1.577 1.853 -0.795
N -0.71432 0.54761 -0.18013 -2.386 -2.879 1.634
O 0.43562 -0.29700 -0.13840 1.853 0.925 -0.422
C 1.56156 0.43258 0.05337 -0.223 -0.359 -1.232
S 3.03982 -0.19745 -0.05124 -0.306 0.054 0.364
H -2.64614 -0.23975 0.29062 -1.144 1.261 -0.246
H -1.35836 -1.37364 -0.08728 0.478 -1.052 0.318
H 1.31822 1.48744 0.09016 0.151 0.197 0.379
```
Positions in Å, forces in eV/Å.

Computed properties:
total charge = 0
energy relative to the best compared isomer or geometry (same formula, charge and spin) = 283.78 kJ/mol
Kohn-Sham gap = 9.1341 eV
structure (SMILES) = C=NOC=S
E_tot = -16492.2572 eV
E_HOMO = -0.3317 Ha
LUMO energy = 0.1 eV

The molecule's Mulliken atomic charges, reported in e, are given here: number 1, C, carries -0.259; number 2, N, carries -0.382; number 3, O, carries -0.093; number 4, C, carries 0.010; number 5, S, carries -0.266; number 6, H, carries 0.329; number 7, H, carries 0.304; number 8, H, carries 0.357

=====

Entry from the OMol25 dataset: a cluster of 2 separate species, C2H3NOS in total in a non-equilibrium geometry (wB97M-V/def2-TZVPD).

XYZ file:
```
8
Properties=species:S:1:pos:R:3:forces:R:3
C -1.56283 0.56851 0.02470 -0.637 -6.506 -2.579
C 1.58272 -0.57841 -0.01926 0.898 1.560 2.125
H -2.77369 0.47786 -0.78327 4.016 -0.231 2.962
H -1.36956 1.65806 0.19071 0.687 -1.388 0.441
H 1.36925 -1.50636 -0.72097 0.027 2.168 1.658
N -0.73145 -0.72729 0.24584 -4.364 9.146 -0.509
O 0.41285 -0.12467 0.90671 3.040 -2.711 -3.542
S 3.07271 0.23229 0.15554 -3.667 -2.037 -0.555
```
Positions in Å, forces in eV/Å.

Computed properties:
total charge = 0
energy relative to the best compared isomer or geometry (same formula, charge and spin) = 680.90 kJ/mol
Kohn-Sham gap = 8.6803 eV
E_tot = -16488.1413 eV
E_HOMO = -0.3433 Ha
LUMO energy = -0.7 eV

The molecule's Mulliken atomic charges, reported in e, are given here: number 1, C, carries -0.244; number 2, C, carries -0.021; number 3, H, carries 0.228; number 4, H, carries 0.300; number 5, H, carries 0.323; number 6, N, carries -0.273; number 7, O, carries -0.144; number 8, S, carries -0.169

=====

Entry from the OMol25 dataset: an isolated molecule of C2H3NOS2 in a non-equilibrium geometry (wB97M-V/def2-TZVPD).

XYZ file:
```
9
Properties=species:S:1:pos:R:3:forces:R:3
O -2.45590 0.97415 -0.62250 2.797 -2.634 2.539
C -1.73461 0.40652 0.25363 -4.714 3.733 -1.665
N -0.39314 0.10866 0.08847 -3.821 0.500 -1.095
S 0.28405 -0.13310 -1.43093 1.175 -0.402 -0.904
C 0.25681 -0.05709 1.18198 6.430 -1.919 0.721
S 1.86604 -0.59717 1.08092 -1.837 0.618 0.665
H -2.24127 0.34247 1.31017 1.589 -0.393 -1.631
H -0.72861 0.45710 -2.04722 -0.575 0.249 -0.100
H -0.16563 0.23430 2.08423 -1.045 0.248 1.469
```
Positions in Å, forces in eV/Å.

Computed properties:
total charge = 0
energy relative to the best compared isomer or geometry (same formula, charge and spin) = 180.67 kJ/mol
Kohn-Sham gap = 8.4010 eV
structure (SMILES) = O=CN(S)C=S
E_tot = -27328.9045 eV
E_HOMO = -0.3301 Ha
LUMO energy = -0.6 eV

Results of the Mulliken charge analysis, in e, for atoms 1 through 8: number 1, O, carries -0.519; number 2, C, carries 0.220; number 3, N, carries 0.034; number 4, S, carries -0.024; number 5, C, carries -0.013; number 6, S, carries -0.341; number 7, H, carries 0.239; number 8, H, carries 0.160

=====

no.,M (g/mol)
1,89.0
2,89.0
3,89.0
4,89.0
5,89.0
6,121.1
7,137.0
8,89.1
9,89.1
10,89.1
11,89.1
12,121.2